(1)
{"formula": "C13H14FN9S", "method": "ωB97M-V with the def2-TZVPD basis set", "e_lumo_ev": 0.6, "homo_ev": -8.81, "fmax_ev_per_a": 1.9, "smiles": "CN(C)c1nc(N)nc(CSc2nnnn2-c2ccc(F)cc2)n1", "species": ["C", "N", "C", "N", "C", "N", "H", "H", "N", "C", "N", "C", "H", "H", "S", "C", "N", "N", "N", "N", "C", "C", "C", "C", "C", "C", "H", "H", "F", "H", "H", "C", "H", "H", "H", "H", "H", "H"], "positions_angstrom": [[-1.710, -2.544, -1.914], [-1.289, -1.258, -1.423], [-1.948, -0.637, -0.439], [-3.065, -1.202, 0.034], [-3.690, -0.520, 0.983], [-4.806, -1.049, 1.509], [-5.187, -1.886, 1.108], [-5.332, -0.504, 2.166], [-3.282, 0.658, 1.484], [-2.156, 1.110, 0.966], [-1.442, 0.521, 0.026], [-1.639, 2.401, 1.521], [-1.759, 3.214, 0.805], [-2.134, 2.633, 2.461], [0.143, 2.241, 1.848], [0.684, 2.399, 0.214], [0.207, 3.221, -0.697], [0.977, 3.081, -1.762], [1.903, 2.243, -1.570], [1.765, 1.761, -0.322], [2.580, 0.741, 0.183], [3.928, 0.738, -0.156], [4.746, -0.277, 0.302], [4.194, -1.274, 1.089], [2.850, -1.292, 1.417], [2.034, -0.278, 0.955], [0.979, -0.281, 1.178], [2.455, -2.094, 2.020], [4.988, -2.264, 1.539], [5.796, -0.304, 0.059], [4.319, 1.527, -0.779], [-0.134, -0.669, -2.048], [0.791, -1.126, -1.682], [-0.193, -0.812, -3.128], [-0.121, 0.395, -1.834], [-1.997, -2.473, -2.966], [-0.893, -3.263, -1.820], [-2.562, -2.876, -1.327]], "mulliken_charge": [-1.00, 0.14, 0.63, -0.58, 0.31, -0.37, 0.24, 0.25, -0.69, 0.38, -0.27, -0.54, 0.32, 0.41, -0.18, 0.35, -0.18, -0.68, -0.29, 0.74, 0.17, -0.39, -0.62, 0.29, -0.82, 0.14, 0.23, 0.47, -0.33, 0.43, 0.50, -0.92, 0.27, 0.40, 0.24, 0.30, 0.31, 0.35]}

(2)
{"formula": "C13H14FO6PS", "method": "ωB97M-V with the def2-TZVPD basis set", "e_lumo_ev": -1.9, "homo_ev": -9.41, "fmax_ev_per_a": 1.2, "smiles": "CS(=O)(=O)[PH3]F.O=C1C=CC(=O)C=C1.O=C1C=CC(=O)C=C1", "species": ["C", "S", "O", "O", "P", "F", "H", "H", "H", "H", "H", "H", "C", "C", "C", "O", "C", "C", "C", "O", "H", "H", "H", "H", "C", "C", "C", "O", "C", "C", "C", "O", "H", "H", "H", "H"], "positions_angstrom": [[-2.655, 0.798, 2.992], [-0.897, 0.500, 3.003], [-0.233, 1.525, 3.763], [-0.694, -0.843, 3.477], [-0.252, 0.602, 0.884], [0.173, 0.686, -0.706], [-2.833, 1.854, 3.139], [-3.085, 0.204, 3.787], [-3.059, 0.508, 2.027], [-0.095, 1.981, 1.013], [0.807, -0.240, 1.180], [-1.442, -0.013, 0.533], [-2.849, 1.231, -3.770], [-2.773, 1.152, -2.445], [-3.423, 0.045, -1.707], [-3.357, -0.031, -0.494], [-4.160, -0.974, -2.490], [-4.238, -0.896, -3.815], [-3.588, 0.213, -4.561], [-3.657, 0.283, -5.767], [-2.382, 2.028, -4.333], [-2.235, 1.880, -1.851], [-4.623, -1.772, -1.925], [-4.770, -1.627, -4.410], [5.489, -1.411, 2.038], [4.620, -0.491, 2.447], [3.760, 0.235, 1.481], [2.966, 1.073, 1.854], [3.899, -0.104, 0.042], [4.768, -1.024, -0.367], [5.632, -1.750, 0.599], [6.421, -2.589, 0.226], [6.127, -1.954, 2.723], [4.496, -0.229, 3.490], [3.257, 0.437, -0.643], [4.888, -1.287, -1.410]], "mulliken_charge": [-0.69, 1.02, -0.64, -0.68, 0.67, -0.37, 0.31, 0.34, 0.11, 0.07, 0.00, -0.09, -0.48, -0.13, 0.46, -0.56, -0.36, -0.37, 0.33, -0.53, 0.41, 0.36, 0.43, 0.40, -0.34, -0.44, 0.37, -0.54, -0.20, -0.34, 0.35, -0.54, 0.40, 0.43, 0.45, 0.41]}

(3)
{"formula": "C13H14N2OS", "method": "ωB97M-V with the def2-TZVPD basis set", "e_lumo_ev": 0.6, "homo_ev": -9.17, "fmax_ev_per_a": 2.3, "smiles": "Sc1nnc(C2(c3ccccc3)CCCC2)o1", "e_above_lowest_kcal_mol": 41.5, "species": ["N", "N", "O", "S", "C", "C", "C", "C", "C", "C", "C", "C", "C", "C", "C", "C", "C", "H", "H", "H", "H", "H", "H", "H", "H", "H", "H", "H", "H", "H", "H"], "positions_angstrom": [[2.125, 1.853, 3.465], [0.952, 1.576, 2.844], [2.532, 1.601, 1.327], [4.748, 2.281, 2.768], [3.050, 1.843, 2.533], [1.204, 1.374, 1.572], [0.711, -3.362, -0.514], [1.297, -2.857, 0.636], [-0.034, -2.512, -1.303], [1.130, -1.517, 1.014], [-0.244, -1.178, -0.962], [0.375, -0.628, 0.172], [-0.378, 3.022, -0.467], [-1.544, 2.617, 0.437], [0.390, 1.759, -0.783], [-1.213, 1.205, 0.924], [0.201, 0.856, 0.484], [4.690, 2.868, 3.958], [0.881, -4.394, -0.838], [1.819, -3.567, 1.284], [-0.567, -2.883, -2.158], [1.584, -1.219, 1.935], [-0.808, -0.532, -1.620], [-0.729, 3.508, -1.396], [0.220, 3.755, 0.102], [-1.627, 3.312, 1.268], [-2.494, 2.665, -0.082], [1.428, 1.959, -1.014], [0.013, 1.325, -1.688], [-1.364, 1.156, 2.043], [-1.945, 0.514, 0.464]], "mulliken_charge": [-0.69, -0.11, -0.29, -0.27, 0.61, -0.61, -0.42, -0.70, -0.84, -0.47, -0.35, -0.05, -0.39, -0.72, -1.26, -0.94, 2.73, 0.17, 0.37, 0.34, 0.35, 0.42, 0.35, 0.43, 0.26, 0.26, 0.38, 0.31, 0.42, 0.32, 0.39]}

(4)
{"formula": "C13H14O", "method": "ωB97M-V with the def2-TZVPD basis set", "e_lumo_ev": 0.8, "homo_ev": -9.10, "fmax_ev_per_a": 0.4, "smiles": "C=CC(C=C)(C(C)=O)c1ccccc1", "e_above_lowest_kcal_mol": 32.1, "species": ["C", "C", "C", "C", "C", "C", "C", "C", "C", "C", "C", "C", "C", "O", "H", "H", "H", "H", "H", "H", "H", "H", "H", "H", "H", "H", "H", "H"], "positions_angstrom": [[-3.354, 0.246, -0.012], [-2.718, -0.776, 0.670], [-2.601, 1.169, -0.720], [-1.337, -0.875, 0.652], [-1.223, 1.071, -0.739], [-0.576, 0.053, -0.046], [2.264, -1.946, 0.864], [0.617, -1.354, -2.244], [1.496, -0.882, 1.008], [1.358, -0.588, -1.467], [1.554, 1.349, 0.085], [1.101, 2.081, 1.324], [0.934, -0.047, -0.123], [2.377, 1.810, -0.662], [-4.431, 0.321, 0.003], [-3.299, -1.505, 1.217], [-3.091, 1.965, -1.262], [-0.848, -1.684, 1.175], [-0.637, 1.786, -1.301], [2.634, -2.488, 1.717], [2.547, -2.322, -0.104], [0.983, -1.708, -3.193], [-0.379, -1.663, -1.970], [1.226, -0.537, 1.998], [2.353, -0.289, -1.768], [1.867, 1.955, 2.090], [1.031, 3.145, 1.107], [0.151, 1.714, 1.700]], "mulliken_charge": [-0.35, -0.80, -0.85, -0.05, 0.00, -0.91, -0.86, -0.82, -1.03, -1.10, 0.36, -1.33, 3.01, -0.57, 0.39, 0.40, 0.39, 0.48, 0.46, 0.31, 0.34, 0.32, 0.26, 0.44, 0.46, 0.33, 0.39, 0.33]}

(5)
{"formula": "C13H14O5S", "method": "ωB97M-V with the def2-TZVPD basis set", "e_lumo_ev": 0.3, "homo_ev": -8.52, "fmax_ev_per_a": 0.8, "smiles": "O=C(O)CCSCC(=O)c1ccc2c(c1)OCCO2", "e_above_lowest_kcal_mol": 0.1, "species": ["O", "C", "O", "H", "C", "C", "H", "H", "S", "C", "C", "O", "C", "C", "C", "C", "C", "C", "H", "H", "O", "C", "C", "H", "O", "H", "H", "H", "H", "H", "H", "H", "H"], "positions_angstrom": [[-5.780, -0.168, 0.966], [-5.290, -0.033, -0.121], [-5.611, -0.807, -1.163], [-6.249, -1.486, -0.896], [-4.265, 1.017, -0.490], [-3.015, 0.392, -1.096], [-2.260, 1.154, -1.288], [-3.254, -0.133, -2.019], [-2.270, -0.880, -0.023], [-1.508, 0.169, 1.269], [-0.398, 0.943, 0.602], [-0.610, 2.061, 0.172], [0.908, 0.274, 0.443], [1.999, 1.076, 0.110], [3.261, 0.532, -0.050], [3.435, -0.853, 0.081], [2.346, -1.651, 0.421], [1.099, -1.099, 0.612], [0.270, -1.748, 0.845], [2.508, -2.712, 0.520], [4.641, -1.456, -0.124], [5.589, -0.626, -0.762], [5.569, 0.769, -0.141], [6.300, 1.425, -0.616], [4.307, 1.369, -0.332], [5.788, 0.690, 0.933], [6.559, -1.108, -0.632], [5.355, -0.550, -1.832], [1.864, 2.139, -0.013], [-1.160, -0.504, 2.047], [-2.271, 0.840, 1.661], [-4.713, 1.689, -1.225], [-4.024, 1.592, 0.405]], "mulliken_charge": [-0.57, 0.56, -0.43, 0.34, -0.47, -0.73, 0.31, 0.51, -0.10, -0.95, 0.63, -0.63, 0.71, -0.86, 0.55, 0.64, -1.23, -0.49, 0.29, 0.42, -0.46, -0.45, -0.45, 0.34, -0.45, 0.29, 0.34, 0.29, 0.51, 0.49, 0.45, 0.39, 0.22]}

(6)
{"formula": "C13H15BeF5NP", "method": "ωB97M-V with the def2-TZVPD basis set", "e_lumo_ev": -12.1, "homo_ev": -14.71, "fmax_ev_per_a": 0.8, "charge": 2, "species": ["C", "C", "C", "P", "C", "C", "C", "C", "N", "C", "C", "C", "C", "C", "F", "F", "C", "F", "F", "F", "H", "H", "H", "H", "H", "H", "H", "H", "H", "H", "H", "H", "H", "H", "H", "Be"], "positions_angstrom": [[-0.979, 3.418, 0.653], [-1.898, 2.871, 0.110], [-3.040, 2.190, -0.468], [-2.699, 0.431, -0.948], [-1.506, -0.226, 0.249], [-0.256, -0.972, -0.267], [0.115, -2.220, 0.533], [0.785, -1.868, 1.874], [2.087, -1.276, 1.596], [2.371, 0.035, 1.464], [3.749, 0.170, 1.106], [4.273, -1.099, 1.026], [3.228, -1.987, 1.330], [-1.940, 0.553, -2.675], [-1.560, -0.663, -3.094], [-2.972, 0.970, -3.438], [-0.772, 1.563, -2.910], [-0.188, 1.293, -4.063], [-1.236, 2.795, -2.926], [0.142, 1.461, -1.941], [-0.199, 4.043, 1.028], [-3.908, 2.209, 0.191], [-3.347, 2.685, -1.396], [-1.237, 0.535, 0.985], [-2.063, -1.024, 0.887], [-0.335, -1.254, -1.313], [0.569, -0.241, -0.205], [0.828, -2.815, -0.040], [-0.781, -2.827, 0.723], [0.933, -2.761, 2.481], [0.199, -1.152, 2.450], [1.624, 0.794, 1.639], [4.256, 1.108, 0.946], [5.290, -1.368, 0.792], [3.264, -3.066, 1.369], [-3.002, -2.242, 2.042]], "mulliken_charge": [0.17, -0.56, -0.81, -0.03, 0.92, -0.24, -0.73, -0.80, 0.23, 0.02, -0.64, -0.64, -0.10, 0.58, -0.26, -0.24, 0.61, -0.24, -0.21, -0.20, 0.45, 0.54, 0.42, 0.52, -1.09, 0.52, 0.17, 0.42, 0.09, 0.37, 0.38, 0.52, 0.47, 0.46, 0.43, 0.50]}